DFT (ωB97M-V with the def2-TZVPD basis set) results for 2 unconnected molecules or ions with the total composition C2HBrN2O2 in a non-equilibrium geometry.

Geometry (Å):
1 C -1.010 0.767 0.490
2 C 0.223 -1.895 0.029
3 N 0.060 1.119 0.025
4 N 1.153 1.710 -0.028
5 O 0.147 -2.140 1.163
6 O 0.418 -1.551 -1.061
7 Br -2.789 0.755 -0.014
8 H 1.798 1.234 -0.604

Summary:
* total charge: 0
* total energy: -79205.0519 eV
* frontier orbital gap (alpha / beta): 8.6 / 8.6 eV
* ΔE to the lowest compared entry with this formula, charge and spin: 151.32 kJ/mol
* multiplicity: 1
* HOMO (alpha / beta): -9.009 / -9.009 eV
* F_max: 0.044 Eh/bohr

Results of the Mulliken charge analysis, in e, for atoms 1 through 4: number 1, C, carries 0.096; number 2, C, carries 0.760; number 3, N, carries 0.428; number 4, N, carries -0.789